ORCA calculation (ωB97M-V with the def2-TZVPD basis set) on C24H33EuNO2P2 as an isolated structure in a non-equilibrium geometry.

Each line ends with the Mulliken charge.
Positions of all 63 atoms, in Å:
N1 0.15525 0.13180 -2.66203  -0.295
H1 1.19943 -0.84506 5.98218  0.444
H2 -2.28575 0.14685 -2.30611  0.332
H3 1.26312 -4.35059 0.20116  0.447
C1 2.71873 -2.46941 -2.68266  -0.360
H4 -0.61742 5.26560 -3.42576  0.361
H5 1.62651 4.26389 -3.95345  0.446
H6 1.20088 -3.30334 1.70243  0.357
H7 -1.35030 -1.69003 4.41891  0.312
C2 0.80863 3.65274 -3.55943  -0.925
H8 2.80114 -3.53072 -2.42822  0.446
H9 -2.42482 3.84654 -2.48128  0.436
H10 -2.36993 -2.78873 -0.39558  0.290
H11 -1.39185 -0.69718 5.92753  0.434
H12 -1.74986 -3.21863 1.24842  0.358
C3 2.28973 1.64119 -3.57491  -0.801
H13 4.77023 -2.27977 -3.29417  0.356
C4 -1.45210 3.41605 -2.73799  -0.236
H14 -2.16304 -0.12051 4.39969  0.302
H15 1.18872 -1.80245 4.45877  0.283
H16 -3.66919 -0.91452 -0.00666  0.318
H17 2.14263 -0.31594 4.54114  0.328
C5 2.47713 0.27803 -3.34170  0.865
H18 -1.47991 3.31406 0.23958  0.402
C6 -1.27281 2.05041 -2.54100  -0.009
H19 -3.40255 1.62304 -2.04459  0.728
C7 -0.02888 1.45293 -2.88419  0.033
C8 1.47794 -1.85625 -2.53018  0.238
C9 0.26475 -2.61477 -2.00090  -1.067
C10 -0.43138 4.19351 -3.25623  -0.776
H20 0.04648 1.53558 5.93735  0.415
H21 0.97359 1.92660 4.44009  0.357
C11 -2.36010 2.72796 0.57106  -1.392
P1 0.01828 -2.36283 -0.18942  1.011
C12 3.80821 -1.75733 -3.16274  -0.779
H22 0.35880 -3.70300 -2.09773  0.787
H23 4.56900 0.15980 -3.85609  0.438
H24 -4.55608 0.71181 0.15024  0.463
C13 3.71259 -0.41111 -3.48223  -0.946
C14 -3.69660 0.09227 0.46506  -1.132
Eu1 -0.16213 0.11920 0.90258  0.183
C15 1.22123 -0.79220 4.88166  -1.485
H25 -3.61668 -0.00616 1.57048  0.310
C16 1.34508 -3.32330 0.60147  -1.397
C17 1.34114 -0.48195 -2.87624  -0.042
C18 -0.00346 -0.00088 4.38371  1.494
H26 -2.36367 2.65574 1.68062  0.422
H27 3.11686 2.22599 -3.96331  0.465
H28 -1.36887 -4.31016 -0.17042  0.425
O1 -0.00104 -0.01429 2.98852  -0.227
H29 -0.64855 -2.19660 -2.45095  0.405
C19 2.07889 -0.26336 1.61965  0.297
P2 -2.35924 1.09527 -0.17890  0.499
C20 0.06130 1.47456 4.84031  -1.515
H30 2.32165 -2.86323 0.35312  0.379
C21 -2.39606 1.18974 -1.97428  -0.943
C22 1.05918 2.26610 -3.37312  0.806
H31 1.10234 0.85402 -0.44654  -0.128
C23 -1.32204 -0.67551 4.83153  -1.478
H32 -0.79152 2.01505 4.41361  0.287
O2 3.05729 -0.22628 2.24555  -0.245
C24 -1.53401 -3.26748 0.16026  -1.202
H33 -3.30687 3.12730 0.17228  0.424

Properties
E_LUMO (spin up / spin down)   -3.402 / -3.395 eV
Calculated total energy   -2532.30450 Eh
Net charge   +1
Maximum force   6.2 eV/A
2S+1   7
HOMO level (spin up / spin down)   -0.3830 / -0.3835 Ha